{"formula": "C35H25AsBrCl3N3OPd", "method": "ωB97M-V/def2-TZVPD", "spin_multiplicity": 3, "charge": 1, "energy_ha": -7906.265822, "max_force_ev_per_a": 0.894, "homo_ev": [-10.22, -11.34], "homo_lumo_gap_ev": [7.507, 6.065], "species": ["Pd", "Cl", "C", "C", "C", "Cl", "C", "O", "C", "Cl", "C", "H", "H", "Br", "C", "C", "C", "N", "C", "C", "H", "H", "H", "H", "N", "C", "C", "C", "C", "N", "C", "C", "H", "H", "H", "H", "C", "C", "C", "C", "C", "C", "As", "C", "C", "C", "C", "C", "C", "C", "C", "C", "C", "C", "C", "H", "H", "H", "H", "H", "H", "H", "H", "H", "H", "H", "H", "H", "H", "H"], "xyz": [[-0.160531, 0.403250, 0.079655], [5.166321, -4.462128, 1.393521], [3.972790, -3.478223, 0.682708], [3.514217, -2.352164, 1.392469], [2.573557, -1.556437, 0.821529], [1.971581, -0.188989, 1.671546], [2.056932, -1.810776, -0.520330], [1.280621, -1.049660, -1.101746], [2.543323, -3.023452, -1.166783], [1.912020, -3.406060, -2.704445], [3.481101, -3.818741, -0.586047], [3.900934, -2.130506, 2.379167], [3.843330, -4.700687, -1.095392], [-4.947501, -4.341235, 0.207317], [-3.435285, -3.236862, 0.272415], [-2.743642, -2.944213, -0.888243], [-1.640945, -2.116401, -0.791264], [-1.225356, -1.585805, 0.367291], [-1.892175, -1.904582, 1.478338], [-3.004069, -2.725078, 1.482363], [-3.052609, -3.348015, -1.843858], [-1.054533, -1.873454, -1.665244], [-1.522988, -1.475728, 2.401905], [-3.519545, -2.955772, 2.405153], [-6.049458, 5.086155, -0.522200], [-5.284005, 4.239426, -0.376760], [-4.313571, 3.179754, -0.196525], [-3.797816, 2.508224, -1.290996], [-2.835504, 1.537190, -1.073159], [-2.388936, 1.207500, 0.142436], [-2.927346, 1.837192, 1.190142], [-3.881906, 2.828041, 1.074270], [-4.121610, 2.753856, -2.294565], [-2.392656, 1.011968, -1.903669], [-2.568091, 1.530990, 2.164669], [-4.276166, 3.325505, 1.951385], [-1.966207, 6.075066, -1.813257], [-1.669783, 6.073339, -0.457368], [-0.847468, 5.086245, 0.077905], [-0.332147, 4.091992, -0.745119], [-0.630396, 4.096232, -2.106481], [-1.438403, 5.089233, -2.640501], [0.770311, 2.634104, -0.104109], [1.342963, 3.218813, 1.649369], [2.680948, 3.450662, 1.951007], [3.054937, 3.767716, 3.252768], [2.098372, 3.857134, 4.254665], [0.761408, 3.617838, 3.959676], [0.387971, 3.289132, 2.664106], [2.332137, 2.909244, -1.207441], [2.894228, 4.180949, -1.325622], [4.002978, 4.375606, -2.134474], [4.552379, 3.303036, -2.830171], [3.989243, 2.039997, -2.722752], [2.876165, 1.841492, -1.910434], [-2.603160, 6.849056, -2.226995], [-2.072928, 6.847746, 0.186310], [-0.604433, 5.104451, 1.132113], [-0.218497, 3.330688, -2.751703], [-1.656343, 5.096086, -3.702061], [3.433098, 3.384358, 1.178436], [4.098149, 3.952694, 3.481372], [2.393023, 4.111883, 5.266872], [0.011774, 3.683590, 4.740051], [-0.652754, 3.092045, 2.441027], [2.454685, 5.016835, -0.798875], [4.436579, 5.364120, -2.229381], [5.416137, 3.457985, -3.465950], [4.408341, 1.210133, -3.281110], [2.420339, 0.865913, -1.837949]], "atomic_forces_ev_per_a": [[-0.89, -0.03, -0.02], [0.05, -0.05, 0.05], [0.01, 0.05, 0.01], [0.09, -0.18, 0.04], [-0.12, 0.04, -0.10], [0.38, -0.20, 0.16], [0.24, -0.18, 0.08], [-0.14, 0.18, -0.14], [-0.04, 0.12, 0.01], [-0.04, 0.05, -0.02], [0.13, -0.11, 0.15], [0.01, -0.06, -0.08], [0.03, 0.00, 0.05], [-0.09, -0.06, 0.00], [-0.11, -0.11, 0.01], [0.07, 0.01, -0.14], [0.00, -0.05, 0.22], [0.02, 0.03, -0.23], [0.02, 0.10, -0.02], [0.02, 0.00, 0.15], [0.04, 0.03, 0.07], [0.05, 0.07, -0.09], [0.00, 0.03, 0.00], [0.04, 0.02, -0.05], [0.26, -0.27, 0.05], [-0.03, 0.04, -0.01], [-0.26, 0.30, -0.01], [0.06, -0.03, -0.25], [-0.09, 0.08, 0.18], [0.03, 0.26, -0.20], [0.10, -0.10, 0.06], [-0.04, 0.06, 0.20], [0.05, -0.04, 0.07], [0.08, -0.08, -0.15], [0.03, 0.03, 0.03], [0.03, -0.06, -0.05], [-0.03, 0.02, 0.00], [-0.01, 0.00, 0.00], [-0.06, -0.01, -0.06], [-0.13, 0.00, 0.02], [-0.10, 0.11, 0.06], [-0.01, -0.01, 0.01], [0.20, 0.24, -0.14], [0.03, -0.04, 0.08], [-0.09, 0.03, 0.13], [-0.02, 0.03, 0.00], [0.02, 0.01, 0.02], [-0.01, -0.01, -0.01], [0.14, 0.01, 0.07], [0.08, 0.04, 0.01], [0.01, -0.12, -0.11], [-0.01, -0.01, 0.02], [0.00, -0.02, -0.01], [-0.02, 0.00, -0.01], [0.10, 0.15, -0.02], [0.05, -0.07, 0.03], [0.04, -0.06, -0.05], [0.00, 0.03, 0.00], [0.03, -0.05, -0.08], [0.01, 0.00, 0.04], [0.06, -0.01, -0.04], [-0.06, -0.02, -0.01], [-0.02, -0.03, -0.09], [0.04, 0.00, -0.05], [-0.08, -0.03, 0.00], [-0.02, 0.09, 0.05], [-0.02, -0.05, 0.01], [-0.04, -0.01, 0.04], [-0.03, 0.05, 0.05], [-0.04, -0.13, 0.00]]}